(i)
This record from the OMol25 dataset describes 3 unconnected molecules or ions with the total composition C5H12O4. The level of theory is ωB97M-V/def2-TZVPD.

Positions of all 21 atoms, in Å:
C1 -1.32624 1.52060 0.92727
C2 -1.62653 0.23759 0.21968
O1 -1.37708 -0.87946 0.63454
O2 -2.30324 0.42861 -0.91147
H1 -0.77791 1.33062 1.84463
H2 -0.74459 2.16141 0.26564
H3 -2.26130 2.03245 1.15305
H4 -2.47531 -0.41685 -1.35490
C3 0.32858 -0.64245 -2.46208
C4 0.77910 0.40757 -1.49217
O3 0.57203 1.58752 -1.60429
H5 -0.13427 -1.46001 -1.91078
H6 -0.34683 -0.23045 -3.20935
H7 1.21053 -1.05202 -2.95150
H8 1.34740 -0.02330 -0.60399
C5 1.77286 -0.69446 2.13909
O4 1.30041 -1.29998 0.95918
H9 1.11219 0.10018 2.48381
H10 2.76001 -0.27142 1.91820
H11 1.87534 -1.43430 2.94793
H12 0.31485 -1.40185 1.00754

Its net charge is 0. The calculation puts the HOMO-LUMO gap at 10.01 eV. The LUMO energy comes out at 0.0247 hartree.



(ii)
This record from the OMol25 dataset describes a molecular structure, C5H12O4. The level of theory is ωB97M-V/def2-TZVPD.

Positions of all 21 atoms, in Å:
C1 -0.67491 -0.53680 -0.10298
C2 -0.83994 -1.84259 0.62099
C3 -1.31140 0.64420 0.52919
C4 -0.77630 -0.61905 -1.59600
C5 1.34594 -0.25545 0.13270
O1 1.57880 -0.01593 1.44623
O2 2.04271 -1.00713 -0.50239
H1 2.42392 -0.42861 1.69316
H2 -1.89796 -2.12981 0.58193
H3 -0.56437 -1.74950 1.67105
H4 -0.25292 -2.63249 0.15529
H5 -1.36364 0.56905 1.61354
H6 -0.72352 1.54840 0.28057
H7 -2.29461 0.83386 0.08945
H8 0.01752 -1.25440 -1.99287
H9 -1.73650 -1.07463 -1.86585
H10 -0.69489 0.36755 -2.04816
O3 0.88317 2.25251 -0.68345
O4 2.02994 2.86466 -0.08719
H11 1.63047 3.42643 0.59181
H12 1.17849 1.03971 -0.52700

Its net charge is 0. The calculation puts the HOMO-LUMO gap (alpha / beta) at 8.29 / 8.29 eV. The LUMO energy (alpha / beta) comes out at -0.0299 / -0.0299 hartree.



Which is the most stable structure? (i) is the most stable.